1.
DFT (ωB97M-V/def2-TZVPD) results for a cluster of 3 separate species, C25H45FN2O8 in total.

CARTESIAN COORDINATES (ANGSTROEM)
H  5.75203  -0.45441  1.11549
H  7.52282  -1.80709  0.01366
H  1.29113  -3.12468  0.20675
H  -0.36342  -3.72783  0.06888
H  2.10866  3.60476  0.85817
O  5.47350  -2.12977  -0.07199
H  -0.22564  -3.73844  5.20165
H  0.05146  -3.34972  6.91382
C  3.86331  -0.31517  0.10781
H  -7.56906  1.61756  -1.47067
H  2.55433  2.37576  -0.33807
H  6.64094  -0.78220  -1.14693
C  2.15318  -4.63885  4.75766
H  -1.79351  4.37687  -1.92260
C  0.03614  -2.03440  -1.14537
H  6.87427  -2.51167  -1.48257
H  0.13504  -1.32459  3.58970
H  -4.33447  0.22398  -1.24339
H  -0.38434  3.05546  0.05338
C  -0.57172  2.18529  -2.59744
H  4.53202  -1.61981  1.65315
O  -2.06894  3.64072  -3.84511
C  -0.58119  1.01858  -1.66428
C  1.15552  -1.65623  3.77888
C  -3.89904  4.33734  -2.37641
C  -1.29804  -0.04935  -2.03375
H  4.30982  -1.20605  -2.26773
H  3.21124  -2.93385  4.00174
H  -6.05871  3.41097  -1.61265
O  1.70157  -4.00822  5.94289
C  -7.08622  1.28117  -0.54899
H  0.62990  -1.46217  -2.85124
C  -2.44856  4.53480  -2.79007
C  0.24982  -2.81969  0.11554
F  0.41096  2.14120  1.65153
C  -2.50073  1.31648  -3.80668
H  -4.43450  3.92353  -3.23684
H  -5.60487  3.62559  0.07336
H  3.07250  -5.17978  5.00020
H  -2.26072  5.53760  -3.17167
H  -4.36164  5.31279  -2.15388
C  4.95310  -1.12269  0.77530
H  -2.01974  -2.02998  -1.73439
H  1.67698  3.82883  -0.83296
H  1.41418  -5.36724  4.40670
H  2.85650  -4.17973  2.79501
C  -5.34997  3.07957  -0.84570
C  1.77715  3.08545  -0.04558
C  2.45180  -3.64342  3.65870
C  0.29767  -4.04302  6.11136
H  -3.37049  1.37786  -4.44834
O  -4.99319  0.81027  -1.62589
H  2.99193  -0.03870  -2.49952
O  0.38928  2.90315  -2.71743
H  -7.56845  1.77529  0.29864
H  -5.16676  1.31361  0.38372
H  -7.24696  0.20534  -0.45875
C  -2.06952  -0.00729  -3.31992
C  0.46560  2.39300  0.26015
H  3.45978  0.39634  0.83794
H  1.24359  0.60635  -0.62174
H  -1.68976  -1.14364  -0.24509
C  6.69156  -1.77772  -0.69967
H  4.64666  0.38466  -2.99404
N  0.92883  -2.00948  -2.04245
H  1.33609  -1.65221  4.85615
C  4.05308  -0.14497  -2.25078
C  -1.32016  -1.33636  -1.25787
H  -3.43328  3.70869  -0.50203
N  -3.99341  3.38322  -1.28052
H  3.04694  -0.97390  -0.21309
H  -0.07316  -2.27174  1.00173
H  -0.03854  -5.04594  6.39665
H  1.84524  -0.95299  3.29866
O  1.28781  -2.95502  3.23086
C  0.25405  1.02777  -0.41279
C  -1.80615  2.37959  -3.43433
C  -5.59598  1.58485  -0.59000
H  -0.23292  0.39718  0.33588
O  -2.32508  -1.03296  -3.90953
O  4.34094  0.44152  -0.99092

Forces on the atoms, in the same order (eV/Å):
0.0 0.0 0.0
0.0 0.0 0.0
-0.1 0.1 0.0
0.0 0.1 0.0
0.0 0.0 -0.1
0.0 0.0 0.0
0.0 0.0 0.0
0.0 0.0 0.0
-0.2 0.1 0.0
0.1 0.0 0.1
0.0 0.0 0.0
0.0 0.0 0.0
0.0 -0.1 0.1
0.0 0.1 -0.1
-0.1 0.1 0.0
0.0 0.0 0.0
0.0 0.0 0.0
0.0 0.1 0.0
0.1 0.0 0.1
-0.1 -0.3 0.2
0.0 0.0 0.1
-0.1 -0.1 -0.1
-0.1 -0.1 0.1
0.0 0.0 0.0
0.0 -0.1 -0.1
0.0 -0.1 0.0
0.0 0.0 0.0
0.0 0.0 0.0
0.1 0.0 0.0
0.0 0.1 0.0
0.0 0.0 0.0
0.0 0.0 0.0
0.1 0.1 0.1
-0.1 -0.2 -0.2
0.1 0.0 -0.1
-0.1 -0.2 -0.2
0.0 0.1 0.1
-0.1 0.0 -0.1
0.0 0.0 0.0
-0.1 -0.1 -0.1
0.1 0.0 0.1
0.1 0.0 0.0
0.1 0.0 0.0
-0.1 -0.1 -0.1
0.0 0.0 0.0
0.0 0.0 0.0
-0.1 -0.1 0.0
0.2 0.1 0.3
0.0 0.0 -0.1
0.0 0.0 0.0
0.1 0.0 -0.1
-0.1 -0.1 0.0
0.0 0.0 0.0
0.1 0.3 0.1
0.0 0.0 -0.1
0.1 0.0 -0.1
0.0 0.1 0.0
0.1 0.1 0.0
-0.2 -0.1 -0.1
0.0 -0.1 0.0
-0.1 -0.1 0.0
0.0 0.0 -0.1
0.0 0.0 0.0
0.0 0.0 0.0
0.1 0.0 0.1
0.0 0.0 0.0
0.0 0.0 0.0
0.0 -0.1 0.0
-0.1 0.0 0.0
0.1 0.0 0.1
0.0 0.0 0.0
0.1 0.0 0.0
0.0 0.0 0.0
0.0 0.0 0.0
0.0 0.0 0.1
0.3 0.4 -0.1
0.0 0.3 0.2
0.0 -0.1 0.0
0.1 0.0 -0.1
-0.2 -0.2 0.0
0.0 0.0 0.0

Values from the calculation:
Frontier orbital gap ... 0.3002 Eh
Spin multiplicity ... 1
Structure (SMILES) ... [H]/N=C(/C)CC1=C(C[C@H](C)F)C(=O)C(OCCNC[C@@H](C)O)=CC1=O.COCCOC.COCCOC

Here are the Mulliken charges for atoms 1 to 8, given in e: 0.395, 0.311, 0.335, 0.502, 0.403, -0.368, 0.247, 0.242



2.
DFT (ωB97M-V/def2-TZVPD) results for a cluster of 3 separate species, C25H45FN3O9P in total in a non-equilibrium geometry.

CARTESIAN COORDINATES (ANGSTROEM)
H  -2.83191  -1.41110  0.37222
C  -0.32327  7.17064  1.17706
H  -3.79836  2.41986  -1.62836
C  6.17075  -4.80493  4.31885
O  6.14945  -6.98208  3.26529
H  6.89440  -6.64350  5.12398
C  6.82074  -7.23493  2.04543
O  -3.89389  -4.31038  1.70079
H  0.76231  -3.30195  -0.21703
N  -3.30353  -3.75397  -0.83913
F  -4.22008  -1.13104  -4.31192
H  -3.44915  8.28192  -3.22187
P  -3.87756  -3.25117  0.72064
H  5.99455  -4.59033  2.31144
N  -2.10568  7.85884  -1.68119
H  -3.56395  4.06130  -0.20406
O  -3.71606  5.18359  -1.89478
C  -3.75555  -2.80765  -1.84518
C  6.87283  -6.13758  4.15449
N  6.25638  -4.01106  3.09818
H  1.09409  -0.74778  -2.88061
H  6.63546  -4.25165  5.14007
O  -5.35474  -2.64926  0.57800
H  -0.10003  6.80488  0.16897
O  -1.26788  -4.61001  -0.17847
H  3.20731  -2.73493  -1.44752
C  -0.99620  -0.48508  -3.23171
C  1.07476  -2.95469  -1.20124
H  -1.70122  7.04468  -1.23785
C  -1.34403  -2.62784  -1.65923
H  2.59531  -2.03850  0.04913
C  3.39227  -5.05614  1.95114
H  3.56173  -3.57646  4.03143
H  5.63647  -2.27098  2.18503
C  -2.26942  -0.95159  -3.01723
C  -3.02110  7.40515  -2.72635
H  -2.26194  9.63540  1.19268
H  -4.82589  6.90952  -1.57748
H  -3.81429  1.01807  -0.61522
H  -2.99880  9.65658  -1.09746
H  3.42954  -2.04792  3.19331
C  -2.73439  8.68945  -0.66038
O  -4.88286  -2.72321  -2.24996
H  -3.95420  5.75912  0.10609
C  0.09268  -1.10287  -2.67916
H  6.24443  -7.97931  1.49802
H  7.90856  -6.00335  3.82933
O  -2.92265  -2.00838  1.13218
C  -3.36927  5.08537  -0.52386
C  -3.40018  -0.18735  -3.68230
H  -5.01321  1.16859  -3.16377
H  5.12822  -5.01431  4.59221
C  2.39424  -2.14961  -1.01761
H  3.29000  -5.48193  2.95146
H  -0.87556  0.38963  -3.85951
H  -2.41297  6.88766  -3.47260
H  -3.05275  0.47165  -4.48126
H  2.55495  -5.39984  1.34216
C  -0.06352  -2.19837  -1.85500
H  -3.65069  8.22638  -0.27084
H  7.82473  -7.63144  2.22232
H  -0.84443  9.32352  0.18904
H  6.88795  -6.33037  1.43140
C  -3.51124  1.36732  -1.60954
H  0.42464  7.91307  1.46980
C  -2.48920  -2.06115  -2.22728
O  3.36206  -3.63773  1.96621
H  -4.75987  6.28745  -3.21011
H  -0.26747  6.33021  1.86740
H  5.69310  -2.18483  3.93750
C  -4.15229  6.46451  -2.31832
H  -5.33119  -1.79073  0.13286
H  -2.42420  1.30435  -1.68057
O  -1.63128  7.70562  1.25429
C  -4.28660  0.52801  -2.66096
H  -4.84671  -0.24548  -2.13287
C  -1.84875  -3.77666  -0.82291
C  3.89152  -3.03793  3.13614
H  1.30264  -3.82703  -1.82076
H  -2.30136  5.27231  -0.38388
H  4.30821  -5.42164  1.47927
C  5.40307  -2.82467  3.09824
C  -1.80340  8.91024  0.51440
H  2.36539  -1.14225  -1.43107

Forces on the atoms, in the same order (eV/Å):
0.3 0.2 0.3
-0.2 -0.1 0.0
0.1 -0.1 -0.3
0.0 0.0 -0.3
0.2 0.1 -0.2
0.0 0.0 0.0
-0.2 0.0 0.1
0.4 -0.3 0.3
-0.1 -0.2 -0.2
-0.8 1.5 0.3
0.1 0.2 -0.4
0.0 0.0 0.1
-0.7 -1.0 1.2
0.0 0.0 0.0
-0.2 0.1 0.0
0.0 0.0 0.0
-0.1 0.1 0.2
0.9 -0.3 -0.5
-0.2 -0.1 0.3
-0.1 0.0 0.2
-0.1 0.1 -0.1
0.0 0.0 0.0
1.1 0.3 -0.7
0.1 0.1 0.0
-0.1 0.8 -0.6
0.1 0.4 0.0
0.2 0.4 -0.3
0.7 0.8 0.0
0.0 0.0 0.0
-2.3 -1.4 0.6
0.1 -0.1 -0.1
-0.1 0.1 -0.3
0.1 -0.1 0.0
-0.1 0.1 0.0
-1.6 0.9 -1.1
0.3 -0.1 0.1
0.0 0.0 0.0
0.1 0.0 0.1
0.3 0.1 0.0
0.0 0.0 0.0
0.0 0.0 0.0
0.2 -0.3 0.0
0.9 0.1 0.6
0.0 0.1 0.0
0.9 0.1 0.1
0.0 0.0 0.1
0.0 0.1 -0.1
-0.5 -0.3 -0.9
0.1 -0.2 -0.2
-0.8 -0.6 0.5
0.1 -0.2 -0.1
0.0 -0.1 0.2
-0.4 -0.4 0.3
0.1 0.0 0.0
0.1 0.0 0.0
-0.1 0.0 -0.1
0.2 0.1 0.2
0.0 0.1 0.0
0.9 -0.7 0.5
-0.1 0.2 0.1
0.0 0.0 0.0
0.0 -0.1 -0.1
0.1 0.0 0.0
-0.5 0.0 0.2
0.0 0.0 -0.1
0.6 0.4 -0.4
0.0 -0.1 0.2
0.0 0.0 0.0
-0.1 0.0 0.0
0.0 0.0 0.0
-0.2 0.0 -0.4
-0.5 0.0 0.0
-0.1 0.0 -0.1
0.3 0.0 -0.1
0.5 0.5 0.3
0.0 0.0 -0.3
0.5 -0.7 0.6
-0.1 0.4 0.0
-0.2 -0.1 0.2
0.0 0.1 0.2
0.0 -0.1 0.1
0.1 -0.1 -0.2
-0.3 0.1 0.2
0.1 -0.2 -0.2

Values from the calculation:
Frontier orbital gap ... 0.2866 Eh
Spin multiplicity ... 1
Structure (SMILES) ... CCc1ccc([C@@H](F)CC)c2c1C(=O)N(P(=O)(O)O)C2=O.COCCNCCOC.COCCNCCOC

Here are the Mulliken charges for atoms 1 to 8, given in e: 0.436, -0.728, 0.055, -0.204, -0.342, 0.392, -0.724, -0.684



3.
DFT (ωB97M-V/def2-TZVPD) results for a structure of composition C25H45GdNP2 in a non-equilibrium geometry.

CARTESIAN COORDINATES (ANGSTROEM)
C  3.37687  0.87040  -1.53482
H  1.29242  -4.35244  -1.79835
H  -1.60610  3.75727  0.15513
H  -4.41661  -0.11960  0.67395
H  -0.70219  3.93565  -3.68939
C  -3.68479  0.46372  -1.28211
H  -2.40784  -3.46389  0.36874
C  1.47799  -0.92057  -3.37829
H  -2.06054  0.79989  -2.75781
H  -1.78604  -1.01602  4.18958
C  -3.56067  0.44766  0.26446
H  -3.79830  -2.41953  0.42566
H  2.46049  0.88838  3.60283
P  0.19908  0.10062  3.40181
H  1.82124  0.40629  5.21020
C  -2.07939  -1.28582  -2.19170
C  1.78249  -3.09816  1.25470
H  3.76462  -1.32321  2.01648
H  -3.85972  -2.48351  -1.81254
H  -3.95141  1.48754  -1.58891
N  1.46010  1.94789  1.43749
C  1.09550  4.07513  -1.03391
C  -2.76022  -2.46812  0.05243
H  3.60655  0.38362  1.52215
H  2.34857  -0.84271  4.03266
H  -1.76319  4.65501  -1.39355
H  -2.55948  3.05151  -1.18643
C  -2.80195  -2.43374  -1.49992
C  0.63357  -3.47842  -1.63951
H  -0.13197  -3.79204  -0.90888
H  -0.33233  -2.03026  4.39895
C  -1.88835  -1.42799  0.73942
H  4.83481  -0.66297  0.77473
C  0.75018  1.38376  0.66634
H  2.49729  -3.93643  1.22134
H  0.38921  -0.84083  -3.55486
C  -0.15456  3.03900  -3.36292
H  2.88872  1.35519  -2.38627
H  0.17862  2.51536  3.46568
H  -1.22230  -1.83640  1.51896
H  4.41776  0.66457  -1.83380
C  3.80156  -0.63839  1.16203
H  -4.56375  -0.14024  -1.56460
C  1.97958  -2.16169  0.12255
H  0.88477  3.10053  -3.72183
C  -0.41637  1.74034  3.96499
H  0.11353  -3.29029  -2.58957
H  -3.69178  1.47500  0.63878
H  -0.62724  2.15009  -3.80514
H  1.91955  0.01985  -3.73522
C  1.87060  0.13802  4.14726
H  1.83771  -1.73693  -4.02484
C  1.82234  -1.17111  -1.95727
C  -0.73520  -1.01552  4.50699
C  -1.66962  3.65525  -0.94108
H  -1.46703  1.85683  3.67237
H  -0.32153  1.83881  5.05457
H  -2.35793  -3.36965  -1.87266
C  2.67980  -0.37419  -1.13367
H  0.77492  -3.53135  1.23779
H  -1.38985  -1.60024  -2.98475
H  1.90674  -2.58692  2.22010
H  -1.81231  0.55018  1.59329
C  1.38707  -2.28985  -1.16769
C  -2.26285  -0.08410  0.81887
H  1.25325  3.99225  0.05225
Gd  -0.44059  -0.22922  -0.75275
P  -0.13726  2.82704  -1.54199
C  2.83048  -1.03134  0.10998
H  3.40534  1.60431  -0.71604
H  2.04379  3.86798  -1.54554
H  0.76338  5.09868  -1.28144
C  -2.46343  0.03436  -2.07875
H  -0.66581  -0.69428  5.55333

Forces on the atoms, in the same order (eV/Å):
0.5 0.5 -0.1
-0.2 0.3 0.1
0.0 0.0 -0.4
0.5 0.0 0.0
0.2 -0.2 0.0
-0.3 0.4 -0.3
0.0 0.4 -0.2
0.0 0.1 -0.6
0.2 -0.4 0.3
0.2 -0.1 0.1
0.0 0.5 -0.1
0.4 0.3 0.0
-0.2 -0.2 0.2
-0.1 -0.2 -0.3
0.1 -0.1 -0.2
-3.1 0.9 -1.4
0.1 -0.4 0.5
0.0 0.2 -0.1
0.4 0.4 -0.1
0.2 -0.4 0.0
-1.9 -1.1 -2.5
0.2 0.0 0.2
0.1 -0.4 0.1
0.1 -0.2 -0.1
0.0 0.2 0.1
0.0 -0.3 0.2
0.3 0.3 0.1
0.2 -0.5 -0.3
-0.4 -0.5 -0.2
0.2 0.0 -0.1
-0.1 0.1 0.1
-3.1 0.9 2.3
-0.4 0.0 0.0
2.1 1.2 2.7
-0.2 0.2 0.1
0.2 0.0 -0.1
-0.3 0.2 -0.2
0.1 -0.1 0.1
-0.2 -0.2 0.2
0.4 0.6 -0.7
-0.2 0.1 0.1
0.2 0.2 0.3
0.5 -0.1 -0.1
0.0 0.7 -0.4
-0.4 -0.1 0.1
0.1 0.0 -0.1
0.2 -0.1 0.1
0.1 -0.4 -0.2
0.2 0.3 -0.1
-0.1 -0.3 0.0
0.0 0.0 0.0
-0.1 0.3 0.1
0.6 1.4 1.0
0.1 0.1 0.4
-0.1 -0.1 -0.1
0.1 0.1 0.1
-0.1 0.0 -0.2
-0.1 0.4 0.1
-1.0 -0.8 -1.3
0.1 0.0 0.1
0.2 0.4 0.5
0.0 -0.2 -0.2
0.6 -0.3 -0.5
-0.4 0.5 0.9
-1.7 -2.8 2.2
0.0 0.0 -0.4
8.3 1.5 0.1
-0.1 0.0 -0.4
-0.6 -0.6 0.0
0.0 -0.2 -0.2
-0.2 0.1 0.2
0.0 -0.5 0.0
-2.0 -1.8 -1.7
-0.1 -0.2 -0.1

Values from the calculation:
Frontier orbital gap (alpha / beta) ... 0.1913 / 0.2128 Eh
Total charge ... +1
Spin multiplicity ... 8
Expectation value of S² ... 16.214
ΔE to the lowest compared entry with this formula, charge and spin ... 50.72 kJ/mol

Here are the Mulliken charges for atoms 1 to 8, given in e: -1.721, 0.398, 0.240, 0.404, 0.398, -1.479, 0.473, -1.007



Total energy for every record listed, in sequence, given in eV: -48728.4325; -61558.8253; -67547.8027.